1.
ORCA calculation (ωB97M-V/def2-TZVPD) on 3 unconnected molecules or ions with the total composition C15H16F3O11 at a distorted geometry.

The geometry in XYZ format:
```
45
Properties=species:S:1:pos:R:3:forces:R:3
C 0.250 -4.187 -3.986 -4.088 8.149 3.330
C -0.294 -2.936 -3.565 2.122 -8.875 -1.261
C -1.381 -1.904 -2.822 -2.409 4.838 -3.262
O -1.787 -0.812 -3.527 3.015 -7.244 4.538
O -1.952 -2.138 -1.487 1.135 -0.450 -4.232
C -3.290 -2.746 -1.545 -2.115 -1.068 0.503
C -3.448 -3.942 -2.674 -0.024 -1.331 2.889
O -3.944 -3.473 -3.977 0.230 -3.817 -2.343
C -4.141 -4.572 -4.934 0.175 1.770 -0.503
F -4.069 -3.940 -6.304 -0.461 -2.417 4.509
F -5.501 -5.151 -4.773 4.619 1.393 -0.735
F -3.099 -5.623 -4.911 -3.774 3.213 -0.012
C -3.511 -3.487 -0.062 2.075 -2.690 5.429
O -4.693 -3.582 0.551 5.086 0.924 -3.973
O -2.254 -4.006 0.558 -6.405 2.854 -3.866
H 0.690 -5.262 -4.261 -1.057 3.303 0.612
H -4.175 -1.950 -1.614 2.168 -1.528 -0.213
H -2.427 -4.514 -2.705 -1.882 1.269 -0.350
H -4.238 -4.714 -2.222 1.587 1.823 -0.955
C 0.657 1.161 2.420 0.201 -0.220 0.501
C 1.221 0.419 1.225 -0.465 1.114 0.440
C 0.172 -0.047 0.261 -0.704 0.446 -0.313
O 0.795 -1.162 -0.350 0.863 -0.572 0.468
C 1.670 -1.665 0.573 0.869 -2.227 -0.294
O 2.234 -2.741 0.475 -1.072 2.389 0.199
O 1.825 -0.801 1.622 0.098 -0.932 -0.658
H -0.046 0.534 2.979 -0.009 0.008 -0.265
H 1.459 1.426 3.116 -0.150 0.043 -0.232
H 0.144 2.076 2.110 0.109 -0.088 -0.044
H 1.985 1.028 0.728 -0.312 -0.228 0.027
H -0.078 0.715 -0.483 0.072 -0.250 -0.041
H -0.748 -0.389 0.748 0.089 0.041 0.040
C 2.201 6.452 3.570 -0.487 -0.122 -0.004
C 3.111 5.244 3.490 -0.494 1.207 0.477
C 4.313 5.458 2.620 0.654 0.549 0.161
O 4.625 4.140 2.206 -0.658 -0.703 -0.105
C 3.446 3.446 2.216 -0.279 -2.334 -1.071
O 3.293 2.340 1.727 0.723 2.860 1.201
O 2.464 4.159 2.846 0.637 -0.769 -0.556
H 1.838 6.740 2.577 0.199 -0.074 0.089
H 1.314 6.221 4.170 0.202 0.066 -0.001
H 2.715 7.306 4.019 -0.001 -0.153 -0.021
H 3.395 4.917 4.498 0.095 0.013 -0.099
H 5.150 5.902 3.166 -0.028 -0.216 -0.148
H 4.105 6.061 1.729 -0.147 0.035 0.145
```
Positions in Å, forces in eV/Å.

Values from the calculation:
* HOMO level: -4.49 eV
* charge: -1

---

2.
ORCA calculation (ωB97M-V/def2-TZVPD) on a molecular structure, C15H16I2N3O7PrS at a distorted geometry.

The geometry in XYZ format:
```
45
Properties=species:S:1:pos:R:3:forces:R:3
Pr 0.782 0.561 0.138 0.533 -0.899 -1.719
I 4.648 -4.929 -1.205 -0.038 0.084 -0.024
C 3.867 -2.992 -1.316 0.121 -0.181 0.019
C 4.288 -2.037 -0.410 0.095 -0.034 0.181
C 3.748 -0.765 -0.471 -0.124 0.099 -0.147
I 3.998 0.602 1.102 0.420 -0.052 -0.006
C 2.812 -0.391 -1.457 0.395 -0.974 -0.093
O 2.283 0.788 -1.486 0.330 0.884 -0.781
C 2.303 -1.441 -2.274 0.252 0.128 0.157
C 0.999 -1.161 -2.960 0.145 0.068 -0.132
N -0.058 -1.047 -1.933 -0.172 0.113 -0.010
C -0.548 -2.334 -1.443 0.035 -0.071 0.014
C 0.304 -2.923 -0.342 0.059 -0.207 0.088
C 0.465 -4.300 -0.232 -0.018 0.109 -0.003
C 1.182 -4.813 0.836 -0.032 0.088 -0.018
C 1.706 -3.936 1.771 0.003 0.064 0.010
C 1.501 -2.578 1.591 0.048 -0.088 0.025
N 0.829 -2.080 0.551 -0.175 0.058 -0.089
C 2.855 -2.705 -2.224 -0.047 0.084 -0.028
H 4.999 -2.289 0.364 0.015 -0.016 0.002
H 0.763 -1.956 -3.679 0.006 0.039 0.008
H 1.047 -0.206 -3.484 -0.032 -0.033 0.003
H -0.832 -0.524 -2.329 0.021 0.016 0.054
H -0.641 -3.066 -2.256 -0.017 0.017 0.055
H -1.546 -2.178 -1.023 0.015 0.030 -0.026
H 0.039 -4.956 -0.979 -0.011 0.008 -0.019
H 1.329 -5.879 0.935 0.010 -0.017 0.002
H 2.265 -4.292 2.624 0.015 0.016 0.023
H 1.874 -1.850 2.303 -0.005 -0.024 0.000
H 2.453 -3.492 -2.851 -0.020 -0.008 -0.017
O 0.464 0.268 2.499 -0.285 0.148 0.332
S -0.693 1.165 2.155 -0.848 0.121 1.358
O -1.547 1.555 3.228 0.044 0.027 0.021
O -0.022 2.309 1.425 -0.200 0.409 0.486
O -1.395 0.425 1.035 -0.486 -0.001 0.328
N -3.390 4.009 -0.675 -0.113 -0.187 0.068
C -2.253 3.162 -0.305 0.076 0.179 -0.061
C -1.566 2.665 -1.563 0.050 -0.232 0.593
O -2.079 3.127 -2.672 -0.003 -0.190 -0.413
O -0.628 1.882 -1.550 -0.051 0.138 -0.241
H -3.415 4.860 -0.133 0.021 0.022 -0.060
H -4.267 3.528 -0.528 -0.017 0.020 0.086
H -2.853 3.671 -2.369 0.141 0.234 0.015
H -2.496 2.293 0.304 -0.118 -0.013 -0.039
H -1.505 3.708 0.269 -0.039 0.020 -0.005
```
Positions in Å, forces in eV/Å.

Values from the calculation:
* HOMO level (alpha / beta): -8.20 / -8.21 eV
* multiplicity: 3
* charge: 0

---

3.
ORCA calculation (ωB97M-V/def2-TZVPD) on C15H16N2O4S in the gas phase.

The geometry in XYZ format:
```
38
Properties=species:S:1:pos:R:3:forces:R:3
C 2.087 4.148 -1.401 -0.016 0.234 0.005
O 2.115 2.742 -1.368 0.031 -0.369 0.106
C 2.143 2.119 -0.157 -0.066 -0.129 0.124
C 2.084 2.768 1.072 0.009 0.284 -0.245
C 2.116 2.019 2.237 0.017 -0.155 -0.013
C 2.187 0.642 2.201 0.024 -0.154 0.044
C 2.245 -0.011 0.970 0.037 0.884 -0.262
N 2.320 -1.397 0.902 -0.167 -0.808 -0.432
S 1.555 -2.265 -0.319 -0.116 -0.059 0.468
O 2.247 -2.080 -1.557 -0.134 0.369 0.005
O 1.433 -3.590 0.211 -0.125 0.093 0.226
C -0.047 -1.482 -0.414 0.626 -0.331 -0.104
C -0.394 -0.745 -1.529 -0.027 0.004 -0.087
C -1.617 -0.106 -1.565 -0.056 -0.057 0.121
C -2.495 -0.201 -0.482 0.340 -0.198 0.063
N -3.713 0.467 -0.576 0.074 0.149 -0.406
C -4.727 0.552 0.345 -0.252 0.281 -0.292
C -5.891 1.373 -0.168 -0.086 -0.069 0.233
O -4.703 0.037 1.436 0.004 -0.131 0.261
C -2.134 -0.956 0.635 -0.049 -0.043 0.159
C -0.908 -1.593 0.661 -0.042 0.005 -0.059
C 2.232 0.730 -0.201 0.066 0.234 -0.002
H 1.176 4.545 -0.940 0.049 -0.021 -0.006
H 2.103 4.418 -2.456 -0.004 0.028 0.088
H 2.962 4.580 -0.905 -0.039 -0.022 -0.005
H 2.019 3.842 1.138 -0.007 0.098 -0.037
H 2.076 2.525 3.190 -0.005 0.029 0.076
H 2.206 0.068 3.116 -0.022 -0.069 0.124
H 2.292 -1.882 1.785 -0.065 -0.185 0.009
H 0.295 -0.690 -2.356 0.044 0.075 -0.131
H -1.897 0.472 -2.434 -0.019 0.062 -0.097
H -3.857 0.954 -1.450 -0.058 -0.072 0.208
H -5.566 2.386 -0.396 0.009 0.085 -0.057
H -6.301 0.923 -1.069 -0.035 0.000 -0.096
H -6.663 1.410 0.595 0.025 -0.013 0.005
H -2.814 -1.035 1.466 0.017 -0.013 0.002
H -0.617 -2.192 1.510 -0.042 -0.051 0.172
H 2.311 0.236 -1.154 0.060 0.032 -0.169
```
Positions in Å, forces in eV/Å.

Values from the calculation:
* HOMO level: -8.54 eV
* SMILES string: COc1cccc(NS(=O)(=O)c2ccc(NC(C)=O)cc2)c1
* charge: 0

---

4.
ORCA calculation (ωB97M-V/def2-TZVPD) on C15H16N2O4S in the gas phase at a distorted geometry.

The geometry in XYZ format:
```
38
Properties=species:S:1:pos:R:3:forces:R:3
C -4.670 -1.856 1.062 -0.181 -0.241 0.030
C -3.606 -0.830 0.874 -0.077 0.185 -0.325
C -2.590 -0.717 1.825 0.095 0.176 -0.100
C -1.582 0.219 1.706 -0.068 -0.053 0.071
C -1.572 1.079 0.622 0.242 0.288 -0.119
S -0.258 2.293 0.504 -0.003 -0.297 0.317
O -0.368 2.981 -0.748 -0.042 -0.260 -0.109
O -0.252 3.045 1.722 0.114 -0.181 0.154
N 1.092 1.311 0.548 -0.547 0.540 0.183
C 1.693 0.944 -0.730 -0.072 -0.201 -0.716
C 0.703 0.080 -1.512 0.193 0.132 -0.082
C 2.975 0.187 -0.490 -0.008 0.149 0.153
C 4.106 0.455 -1.248 -0.093 0.028 0.004
C 5.273 -0.261 -1.045 0.061 -0.020 -0.051
C 5.321 -1.250 -0.078 0.066 -0.034 0.000
C 4.197 -1.522 0.684 0.004 -0.075 0.048
C 3.030 -0.809 0.477 -0.016 0.035 -0.014
C -2.562 1.014 -0.329 -0.159 0.084 -0.227
C -3.570 0.058 -0.211 0.998 0.101 0.920
N -4.565 0.039 -1.260 -0.235 0.115 -0.321
O -5.240 -0.958 -1.398 -0.174 -0.303 -0.072
O -4.656 1.028 -1.952 -0.093 0.280 -0.237
H -5.661 -1.426 0.936 -0.023 -0.053 0.037
H -4.595 -2.302 2.050 0.035 0.001 0.074
H -4.575 -2.640 0.311 -0.051 -0.031 0.033
H -2.602 -1.383 2.675 -0.023 -0.052 0.067
H -0.801 0.305 2.445 0.076 -0.095 0.161
H 1.760 1.682 1.206 0.020 0.215 0.211
H 1.900 1.850 -1.318 0.079 -0.196 0.081
H -0.159 0.676 -1.797 -0.108 -0.059 -0.133
H 1.183 -0.299 -2.411 -0.017 -0.020 -0.082
H 0.377 -0.760 -0.903 -0.017 -0.118 0.050
H 4.072 1.229 -2.002 -0.005 0.105 -0.070
H 6.147 -0.044 -1.641 0.072 0.022 -0.047
H 6.232 -1.807 0.083 0.075 -0.041 0.017
H 4.230 -2.293 1.439 0.001 -0.060 0.062
H 2.151 -1.015 1.070 -0.088 -0.056 0.089
H -2.557 1.698 -1.164 -0.032 -0.009 -0.057
```
Positions in Å, forces in eV/Å.

Values from the calculation:
* HOMO level: -9.59 eV
* SMILES string: Cc1ccc(S(=O)(=O)N[C@H](C)c2ccccc2)cc1[N+](=O)[O-]
* charge: 0

---

5.
ORCA calculation (ωB97M-V/def2-TZVPD) on C15H16N2O7 in the gas phase at a distorted geometry.

The geometry in XYZ format:
```
40
Properties=species:S:1:pos:R:3:forces:R:3
C -0.133 4.105 -1.554 -0.022 -0.020 -0.006
C 0.973 3.306 -0.950 0.328 -0.203 0.174
C 0.850 1.933 -0.843 -0.150 0.071 -0.059
C 1.845 1.131 -0.283 0.350 0.128 0.071
N 1.707 -0.240 -0.180 0.450 -0.308 0.271
C 0.697 -1.031 -0.640 0.133 -0.268 0.007
O -0.258 -0.667 -1.280 -0.156 -0.004 -0.131
C 0.924 -2.511 -0.294 -0.034 0.209 0.081
O -0.322 -3.163 -0.134 -0.046 -0.204 -0.175
C -1.114 -2.610 0.793 0.029 0.297 0.350
O -0.776 -1.672 1.480 -0.021 -0.199 -0.063
C -2.418 -3.274 0.885 -0.604 -0.147 0.039
C -3.384 -2.776 1.680 0.404 -0.070 -0.144
O -4.598 -3.339 1.848 0.071 0.256 0.059
C -4.698 -4.629 1.276 0.160 -0.470 -0.437
C -3.980 -4.663 -0.078 -0.518 0.013 0.229
O -2.611 -4.381 0.092 0.330 0.159 0.145
C 3.012 1.774 0.187 -1.075 0.807 -0.594
N 4.106 1.093 0.785 0.701 -0.266 0.334
O 5.069 1.742 1.136 0.094 -0.075 0.054
O 4.048 -0.128 0.927 0.117 -0.172 0.104
C 3.129 3.164 0.072 0.008 -0.144 0.032
C 2.140 3.941 -0.487 0.010 -0.229 0.030
C 2.304 5.423 -0.593 -0.028 -0.029 -0.006
H 0.224 4.648 -2.428 -0.029 0.078 -0.074
H -0.504 4.840 -0.841 -0.068 0.090 0.009
H -0.956 3.462 -1.853 -0.071 0.004 -0.035
H -0.045 1.449 -1.198 0.002 -0.016 -0.007
H 2.482 -0.681 0.322 -0.390 0.146 -0.205
H 1.417 -3.016 -1.128 -0.031 0.081 0.108
H 1.521 -2.609 0.619 -0.043 0.013 -0.148
H -3.235 -1.873 2.247 0.051 0.059 0.000
H -5.762 -4.846 1.172 0.107 -0.016 -0.003
H -4.234 -5.362 1.946 -0.078 0.085 -0.028
H -4.043 -5.653 -0.532 -0.065 0.085 0.038
H -4.438 -3.918 -0.742 0.072 -0.078 0.017
H 4.036 3.619 0.442 -0.012 0.017 -0.009
H 2.242 5.741 -1.633 0.007 0.118 -0.061
H 3.265 5.733 -0.192 0.048 0.072 0.014
H 1.516 5.936 -0.043 -0.032 0.130 0.020
```
Positions in Å, forces in eV/Å.

Values from the calculation:
* HOMO level: -8.72 eV
* SMILES string: Cc1cc(NC(=O)COC(=O)C2=COCCO2)c([N+](=O)[O-])cc1C
* charge: 0

---

6.
ORCA calculation (ωB97M-V/def2-TZVPD) on C15H16N4S in the gas phase at a distorted geometry.

The geometry in XYZ format:
```
36
Properties=species:S:1:pos:R:3:forces:R:3
C -2.351 0.657 3.799 1.572 2.777 0.111
C -0.797 0.781 3.730 0.907 -2.266 0.370
C -0.258 0.859 5.193 -2.569 -1.457 -0.620
C -0.116 -0.522 3.054 -1.559 0.515 -0.240
C -0.630 -0.785 1.627 -0.860 0.599 0.145
N -0.142 0.199 0.618 -0.331 -0.771 0.636
C -0.556 1.552 0.582 1.997 -1.272 -1.813
N -0.064 2.481 -0.186 -0.471 -1.830 -0.174
C 0.786 1.950 -1.209 -0.265 1.843 0.155
C 1.004 2.830 -2.327 0.779 -1.340 -1.091
C 1.756 2.416 -3.447 -1.338 2.362 2.267
C 2.503 1.257 -3.361 -2.187 0.982 -0.082
N 3.310 0.866 -4.367 2.336 -3.756 1.730
C 3.793 -0.295 -3.891 0.000 -0.603 -1.035
C 4.750 -1.177 -4.499 2.153 -0.662 -2.427
N 5.555 -1.823 -5.061 -2.053 1.416 1.626
S 3.143 -1.059 -2.424 -0.009 1.850 -1.155
C 2.212 0.410 -2.304 -0.694 -0.974 2.635
C 1.332 0.690 -1.189 0.476 -0.947 -2.477
C 0.909 -0.412 -0.212 0.867 2.145 -0.838
H -2.580 1.581 4.438 -0.594 -1.298 -1.127
H -2.781 0.672 2.807 -0.395 0.499 -0.137
H -2.723 -0.218 4.271 0.076 -0.853 0.703
H -0.429 1.616 3.132 -0.448 0.185 0.100
H 0.646 0.335 5.250 1.658 -0.365 0.291
H -0.999 0.220 5.727 0.644 0.284 0.118
H -0.255 1.776 5.738 0.152 0.958 -0.150
H 0.956 -0.363 2.900 0.067 -0.179 0.712
H -0.371 -1.489 3.592 0.601 1.288 -0.049
H -0.237 -1.782 1.361 -0.350 0.511 -0.313
H -1.750 -0.828 1.612 0.873 -0.048 -0.078
H -1.421 1.802 1.134 -0.549 -0.022 1.084
H 0.524 3.802 -2.388 -0.097 -0.240 0.391
H 1.811 3.126 -4.257 0.292 -0.258 -0.325
H 1.850 -0.670 0.268 0.067 0.059 1.272
H 0.667 -1.403 -0.661 -0.748 0.868 -0.215
```
Positions in Å, forces in eV/Å.

Values from the calculation:
* HOMO level: -8.27 eV
* SMILES string: CC(C)CCN1C=Nc2ccc3nc(C#N)sc3c2C1
* charge: 0